(one)
{
  "formula": "C2H12NO3",
  "method": "wB97M-V/def2-TZVPD",
  "e_lumo_ev": -4.380,
  "total_charge": 1,
  "symbols": ["H", "H", "H", "H", "H", "H", "H", "H", "H", "C", "H", "O", "C", "O", "O", "N", "H", "H"],
  "positions_angstrom": [[1.96, -0.73, 2.26], [0.33, 1.80, -1.31], [-0.88, -0.97, 0.11], [0.67, -4.07, 1.59], [0.89, 2.62, 0.36], [-2.19, 0.20, -0.01], [-0.62, 2.94, -3.87], [-0.64, -4.04, 2.42], [0.13, 0.65, 1.35], [-1.14, 0.03, -0.24], [0.82, -1.72, 1.72], [1.03, -0.80, 1.99], [0.34, 1.90, -0.22], [0.02, 2.50, -3.26], [-0.07, -3.49, 1.85], [-0.29, 1.01, 0.46], [0.66, 2.11, -3.90], [-1.01, 0.07, -1.31]],
  "nbo_charge": [0.500, 0.253, 0.239, 0.486, 0.220, 0.244, 0.496, 0.501, 0.489, -0.440, 0.522, -0.994, 0.125, -0.971, -0.975, -0.412, 0.487, 0.230]
}

---

(two)
{
  "formula": "C2H12NO3",
  "method": "wB97M-V/def2-TZVPD",
  "e_lumo_ev": -3.519,
  "total_charge": 1,
  "symbols": ["H", "H", "H", "C", "H", "O", "O", "H", "C", "H", "N", "H", "H", "H", "O", "H", "H", "H"],
  "positions_angstrom": [[2.51, 0.00, -2.56], [0.28, 0.01, 1.51], [0.27, -3.73, -2.19], [-0.37, 0.33, 0.79], [-2.43, -0.15, 1.36], [0.06, -3.56, -1.31], [-2.39, 1.91, 0.75], [1.29, 1.36, 1.04], [-1.72, 0.74, 1.46], [0.22, -4.18, -0.58], [0.58, 1.53, 0.29], [-1.71, 1.00, 2.52], [-0.31, -0.35, -0.04], [0.02, 2.18, -0.20], [2.62, 0.39, -1.67], [3.15, -0.22, -1.07], [-3.24, 1.67, 0.40], [1.16, 1.07, -0.50]],
  "nbo_charge": [0.511, 0.193, 0.491, -0.207, 0.227, -0.992, -0.742, 0.479, -0.111, 0.501, -0.767, 0.222, 0.238, 0.481, -0.984, 0.500, 0.493, 0.469]
}

---

Stability check: which of them is most stable? (one).

---

(one)
{
  "formula": "C2H3IO",
  "method": "wB97M-V/def2-TZVPD",
  "e_lumo_ev": -0.410,
  "total_charge": 0,
  "smiles": "C=COI",
  "symbols": ["H", "I", "C", "H", "H", "O", "C"],
  "positions_angstrom": [[-0.56, -1.83, -0.49], [0.92, 1.63, 1.81], [-0.27, -0.93, 0.03], [-0.18, 0.35, -1.72], [-0.15, -0.99, 1.09], [0.32, 1.61, -0.05], [-0.08, 0.16, -0.67]],
  "nbo_charge": [0.230, 0.424, -0.492, 0.207, 0.229, -0.754, 0.156]
}

---

(two)
{
  "formula": "C2H3IO",
  "method": "wB97M-V/def2-TZVPD",
  "e_lumo_ev": [-0.827, 0.024],
  "total_charge": 0,
  "symbols": ["C", "I", "H", "C", "O", "H", "H"],
  "positions_angstrom": [[0.67, -0.05, 0.67], [-2.35, -1.06, 0.05], [0.71, -0.55, 1.71], [-0.45, -0.28, -0.37], [0.71, -0.92, -0.55], [1.31, 0.85, 0.76], [-0.61, 2.01, -2.27]],
  "nbo_charge": [-0.198, 0.142, 0.198, 0.113, -0.461, 0.204, 0.001]
}

---

Stability check: which of them is most stable? (one).

---

(one)
{
  "formula": "C3H13NO2",
  "method": "wB97M-V/def2-TZVPD",
  "e_lumo_ev": 0.672,
  "total_charge": 0,
  "smiles": "CN(C)C.O.O",
  "symbols": ["H", "O", "H", "C", "H", "H", "H", "H", "N", "H", "H", "C", "H", "O", "C", "H", "H", "H", "H"],
  "positions_angstrom": [[1.50, -2.01, 0.96], [-3.35, -1.16, -0.61], [1.57, -0.54, -1.00], [0.56, -1.62, 1.36], [0.19, 0.51, -1.20], [0.00, 2.33, -1.48], [-3.52, -0.24, -0.36], [0.73, -1.49, 2.43], [0.27, -0.32, 0.74], [0.62, 2.49, -2.94], [-2.51, -1.07, -1.08], [0.53, -0.39, -0.67], [1.56, 0.53, 2.17], [-0.14, 2.65, -2.37], [0.87, 0.85, 1.39], [-0.32, -2.24, 1.21], [-0.01, -1.23, -1.11], [0.08, 1.42, 1.89], [1.36, 1.52, 0.67]],
  "nbo_charge": [0.171, -0.932, 0.160, -0.414, 0.182, 0.472, 0.467, 0.197, -0.452, 0.478, 0.465, -0.412, 0.190, -0.946, -0.416, 0.211, 0.194, 0.197, 0.186]
}

---

(two)
{
  "formula": "C3H13NO2",
  "method": "wB97M-V/def2-TZVPD",
  "e_lumo_ev": 0.896,
  "total_charge": 0,
  "smiles": "CC(C)N.O.O",
  "symbols": ["N", "H", "C", "O", "H", "H", "H", "H", "H", "H", "H", "C", "H", "C", "H", "O", "H", "H", "H"],
  "positions_angstrom": [[0.14, -0.65, 1.02], [-1.86, 0.47, 0.59], [0.32, 1.48, -0.18], [-2.81, 0.25, 0.56], [-0.45, 1.97, 0.43], [0.60, -1.34, 1.60], [2.90, 0.62, -0.61], [-1.66, -1.54, -2.16], [-2.48, -1.09, -0.92], [0.99, 2.29, -0.44], [1.52, 0.82, 1.42], [2.20, -0.16, -0.30], [1.85, -0.74, -1.16], [1.06, 0.38, 0.56], [2.84, -0.83, 0.28], [-1.81, -1.72, -1.23], [-0.09, 1.10, -1.12], [-2.93, -0.20, 1.40], [-0.32, -1.10, 0.25]],
  "nbo_charge": [-0.877, 0.490, -0.622, -0.964, 0.210, 0.365, 0.206, 0.469, 0.501, 0.217, 0.180, -0.623, 0.204, -0.053, 0.204, -0.973, 0.204, 0.477, 0.386]
}

---

(three)
{
  "formula": "C3H13NO2",
  "method": "wB97M-V/def2-TZVPD",
  "e_lumo_ev": 0.903,
  "total_charge": 0,
  "smiles": "CC(C)N.O.O",
  "symbols": ["H", "H", "N", "H", "H", "H", "H", "H", "H", "H", "H", "C", "O", "O", "C", "H", "C", "H", "H"],
  "positions_angstrom": [[-0.76, 1.14, -0.23], [1.30, -1.77, 1.34], [0.20, 1.18, 0.03], [-0.08, -1.56, 0.22], [0.87, -0.09, -1.92], [1.48, 0.65, 1.60], [0.54, 2.13, 0.10], [-1.20, 0.42, -2.34], [-0.40, -0.62, 2.87], [-0.34, 1.11, 2.95], [-2.61, -0.06, -2.72], [-0.49, 0.28, 2.26], [0.73, -0.54, -2.77], [-2.12, 0.42, -2.05], [0.56, 0.30, 1.14], [1.46, -1.17, -2.81], [0.83, -1.11, 0.62], [-1.52, 0.34, 1.90], [1.55, -1.05, -0.19]],
  "nbo_charge": [0.383, 0.209, -0.884, 0.213, 0.489, 0.184, 0.374, 0.488, 0.207, 0.206, 0.475, -0.622, -0.971, -0.963, -0.053, 0.474, -0.610, 0.209, 0.193]
}

---

(four)
{
  "formula": "C3H13NO2",
  "method": "wB97M-V/def2-TZVPD",
  "e_lumo_ev": 0.481,
  "total_charge": 0,
  "smiles": "CC(C)N.O.O",
  "symbols": ["H", "C", "H", "H", "C", "H", "H", "H", "O", "O", "H", "H", "H", "N", "H", "H", "C", "H", "H"],
  "positions_angstrom": [[-0.31, 1.40, -1.96], [0.60, 2.11, 0.73], [-0.31, 2.47, 1.21], [1.36, 1.84, 1.47], [-0.74, 0.86, -1.13], [2.31, 0.81, -0.28], [0.54, -3.61, -1.00], [-2.51, -1.38, 0.72], [0.59, -2.69, -0.70], [-1.80, -1.99, 0.98], [-0.97, -0.15, -1.44], [1.73, -0.65, -0.04], [1.02, 2.86, 0.07], [1.55, 0.20, -0.54], [-0.06, 0.10, 0.75], [-0.11, -2.63, -0.03], [0.30, 0.80, 0.00], [-1.61, 1.36, -0.68], [-1.59, -1.70, 1.87]],
  "nbo_charge": [0.213, -0.620, 0.207, 0.205, -0.613, 0.338, 0.467, 0.482, -0.957, -0.949, 0.222, 0.368, 0.204, -0.834, 0.156, 0.487, -0.036, 0.186, 0.475]
}

---

Stability check: which of them is most stable? (two).

---

(one)
{
  "formula": "C3H6F2S",
  "method": "wB97M-V/def2-TZVPD",
  "e_lumo_ev": 0.616,
  "total_charge": 0,
  "symbols": ["H", "H", "C", "F", "C", "H", "C", "H", "F", "H", "S", "H"],
  "positions_angstrom": [[1.17, 1.23, -1.16], [0.84, -1.59, 1.72], [-0.61, -0.97, -0.52], [-0.76, -2.16, 0.16], [0.38, 1.36, -0.42], [-0.52, 1.71, -0.92], [0.12, 0.07, 0.28], [0.70, 2.11, 0.30], [-1.13, 0.55, 1.47], [-0.02, -1.20, -1.42], [1.44, -0.48, 1.30], [-1.61, -0.62, -0.79]],
  "nbo_charge": [0.234, 0.158, -0.009, -0.349, -0.675, 0.241, 0.198, 0.253, -0.531, 0.185, 0.091, 0.204]
}

---

(two)
{
  "formula": "C3H6F2S",
  "method": "wB97M-V/def2-TZVPD",
  "e_lumo_ev": 0.799,
  "total_charge": 0,
  "smiles": "C/C(F)=C\\F.S",
  "symbols": ["S", "H", "F", "H", "C", "H", "F", "C", "C", "H", "H", "H"],
  "positions_angstrom": [[2.64, 0.32, -0.83], [2.85, 1.46, -1.37], [-1.19, -0.03, 2.47], [-0.67, 1.75, 1.92], [-0.80, -1.22, -0.19], [-0.50, -1.76, 0.64], [-0.47, 1.15, -0.79], [-0.86, 0.76, 1.48], [-0.71, 0.30, 0.24], [1.90, -0.08, -1.96], [-1.88, -1.27, -0.45], [-0.31, -1.39, -1.16]],
  "nbo_charge": [-0.279, 0.129, -0.327, 0.180, -0.672, 0.233, -0.331, 0.119, 0.337, 0.152, 0.229, 0.230]
}

---

Stability check: which of them is most stable? (one).